Computed, not measured: 5 unconnected molecules or ions with the total composition C70H60IN2O9 at a distorted geometry, with wB97M-V/def2-TZVPD.

Structure (XYZ):
```
142
C70H60IN2O9 wB97M-V/def2-TZVPD
C 0.097 -7.541 1.484
C -0.495 -7.540 0.099
I 0.209 -9.293 -0.941
C -2.014 -7.444 -0.083
C -2.790 -6.486 0.832
C -2.099 -5.105 0.882
C -2.386 -4.244 2.098
N -3.742 -3.678 2.114
C -4.156 -6.257 0.138
C -5.287 -7.263 0.464
C -6.316 -6.621 1.393
C -6.032 -7.596 -0.840
N -4.744 -8.526 1.004
O -5.584 -9.495 1.064
C -3.856 -8.430 2.181
C -2.869 -9.613 2.133
C -4.655 -8.546 3.495
C -3.118 -7.076 2.200
H -0.040 -8.474 2.007
H 1.165 -7.400 1.397
H -0.277 -6.732 2.092
H -0.049 -6.726 -0.444
H -2.151 -7.053 -1.083
H -2.473 -8.416 -0.096
H -2.454 -4.552 0.021
H -1.022 -5.171 0.786
H -2.190 -4.769 3.019
H -1.666 -3.434 2.082
H -4.218 -3.840 2.992
H -3.729 -2.684 1.933
H -3.998 -6.261 -0.930
H -4.530 -5.280 0.386
H -6.632 -5.701 0.926
H -5.928 -6.378 2.370
H -7.192 -7.246 1.483
H -7.059 -7.833 -0.612
H -6.026 -6.736 -1.491
H -5.614 -8.472 -1.313
H -2.811 -9.997 1.126
H -3.199 -10.435 2.747
H -1.873 -9.317 2.417
H -5.711 -8.393 3.341
H -4.334 -7.805 4.211
H -4.541 -9.510 3.963
H -2.251 -7.208 2.832
H -3.767 -6.388 2.717
C -0.119 1.266 -3.817
C 1.181 1.453 -3.356
C 1.969 0.361 -3.029
C 1.455 -0.926 -3.155
C 0.143 -1.111 -3.601
C -0.635 -0.012 -3.936
C -0.444 -2.475 -3.707
O -1.580 -2.640 -4.099
C 0.404 -3.636 -3.313
C -0.135 -4.915 -3.359
C 0.642 -6.006 -3.007
C 1.963 -5.826 -2.612
C 2.504 -4.553 -2.561
C 1.727 -3.455 -2.905
C 2.318 -2.093 -2.815
O 3.473 -1.938 -2.465
H -0.731 2.121 -4.069
H 1.577 2.454 -3.250
H 2.980 0.499 -2.672
H -1.646 -0.165 -4.286
H -1.163 -5.049 -3.668
H 0.219 -7.001 -3.037
H 2.566 -6.683 -2.340
H 3.529 -4.404 -2.252
C 8.071 3.007 4.586
C 7.514 1.828 5.072
C 7.007 0.886 4.194
C 7.045 1.121 2.826
C 7.587 2.312 2.340
C 8.107 3.249 3.225
C 7.602 2.608 0.878
O 8.075 3.646 0.461
C 7.010 1.603 -0.045
C 6.964 1.879 -1.406
C 6.425 0.949 -2.279
C 5.937 -0.264 -1.802
C 5.978 -0.540 -0.447
C 6.505 0.391 0.437
C 6.509 0.086 1.895
O 6.086 -0.968 2.318
H 8.474 3.738 5.274
H 7.478 1.645 6.137
H 6.578 -0.035 4.563
H 8.537 4.163 2.838
H 7.348 2.821 -1.771
H 6.382 1.170 -3.338
H 5.522 -0.985 -2.483
H 5.593 -1.477 -0.069
C -3.055 6.686 -6.013
C -3.797 7.816 -5.686
C -4.147 8.061 -4.370
C -3.766 7.172 -3.374
C -3.036 6.027 -3.705
C -2.676 5.794 -5.025
C -2.647 5.039 -2.660
O -1.998 4.052 -2.943
C -3.074 5.299 -1.256
C -2.762 4.369 -0.274
C -3.133 4.602 1.039
C -3.808 5.770 1.378
C -4.125 6.698 0.402
C -3.768 6.464 -0.919
C -4.135 7.464 -1.961
O -4.714 8.489 -1.666
H -2.776 6.500 -7.041
H -4.101 8.506 -6.461
H -4.718 8.940 -4.107
H -2.102 4.911 -5.273
H -2.230 3.468 -0.543
H -2.890 3.876 1.803
H -4.086 5.956 2.407
H -4.650 7.606 0.666
C 4.869 5.840 1.889
C 5.253 6.830 2.788
C 4.412 7.896 3.050
C 3.184 7.984 2.408
C 2.805 6.999 1.493
C 3.648 5.924 1.244
C 1.511 7.092 0.760
O 1.175 6.234 -0.030
C 0.643 8.275 1.022
C -0.542 8.411 0.314
C -1.369 9.495 0.549
C -1.018 10.447 1.500
C 0.165 10.319 2.207
C 1.003 9.238 1.967
C 2.286 9.133 2.716
O 2.593 9.960 3.549
H 5.527 5.007 1.690
H 6.212 6.768 3.283
H 4.702 8.667 3.751
H 3.344 5.161 0.540
H -0.816 7.669 -0.424
H -2.291 9.600 -0.009
H -1.668 11.291 1.687
H 0.447 11.056 2.946
```

Its spin multiplicity is 2. The total energy is -3787.85443 Eh. The value obtained for the HOMO energy (spin up / spin down) is -8.21 / -9.32 eV. The net charge is 0. Its expectation value of S² is 0.7540.



Computed, not measured: 9 unconnected molecules or ions with the total composition C70H89BN12O5 at a distorted geometry, with wB97M-V/def2-TZVPD.

Structure (XYZ):
```
177
C70H89BN12O5 wB97M-V/def2-TZVPD
H -7.952 2.140 -1.732
N -7.541 2.356 -0.816
C -6.887 3.450 -0.936
N -6.254 3.986 0.250
N -6.755 4.235 -2.127
C -6.208 3.475 -3.266
C -4.689 3.085 -3.106
C -4.137 2.279 -4.346
C -3.934 0.741 -4.089
C -3.168 0.393 -2.778
C -3.998 0.079 -1.603
C -3.354 -0.215 -0.343
C -1.894 -0.233 -0.297
C -1.051 0.058 -1.436
C -1.716 0.396 -2.713
C -0.777 0.728 -3.914
C -0.479 2.270 -4.047
C 0.390 2.879 -2.875
C -0.142 4.321 -2.460
C -0.513 4.407 -0.926
C 0.738 4.206 0.004
C 0.216 4.042 1.502
C 0.469 5.350 2.343
C -0.674 6.410 2.127
O -1.496 6.560 3.307
C -2.847 6.836 2.930
C -1.232 -0.591 1.066
O -0.038 -0.412 1.185
C -2.147 -1.112 2.213
B -1.440 -1.748 3.525
O -1.155 -0.858 4.579
O -1.133 -3.105 3.706
C -0.887 -3.809 2.476
C 0.512 -3.459 1.824
C -3.507 -1.051 2.151
N -4.220 -1.529 3.315
C -4.887 -0.434 4.088
C -4.164 0.960 4.051
C -4.811 1.974 2.997
C -4.231 -0.497 0.899
O -5.424 -0.302 0.864
H -5.282 4.161 -0.010
H -6.330 3.290 0.993
H -6.247 5.102 -1.955
H -6.276 4.140 -4.169
H -6.854 2.577 -3.461
H -4.100 4.045 -3.045
H -4.559 2.568 -2.123
H -3.234 2.797 -4.747
H -4.927 2.361 -5.150
H -3.306 0.354 -4.942
H -4.882 0.151 -4.111
H -5.110 0.079 -1.656
H 0.049 0.046 -1.293
H 0.189 0.182 -3.717
H -1.162 0.326 -4.891
H 0.066 2.428 -5.011
H -1.434 2.846 -4.091
H 0.458 2.203 -1.986
H 1.423 3.037 -3.287
H 0.616 5.128 -2.664
H -1.062 4.618 -3.028
H -1.315 3.669 -0.655
H -0.943 5.435 -0.748
H 1.396 5.106 -0.111
H 1.318 3.274 -0.255
H 0.763 3.191 1.978
H -0.879 3.808 1.511
H 1.451 5.838 2.119
H 0.462 5.055 3.427
H -0.272 7.417 1.823
H -1.357 6.023 1.316
H -3.426 5.888 2.728
H -3.353 7.409 3.751
H -2.857 7.492 2.012
H -0.855 -1.446 5.303
H -0.817 -4.899 2.747
H -1.727 -3.748 1.735
H 0.368 -2.969 0.821
H 1.082 -2.753 2.484
H 1.127 -4.377 1.618
H -4.991 -2.115 2.967
H -4.879 -0.765 5.168
H -5.980 -0.314 3.839
H -3.055 0.913 3.955
H -4.363 1.437 5.052
H -5.863 1.696 2.751
H -4.143 2.064 2.104
H -4.857 3.005 3.453
C 1.622 -8.890 -1.188
C 1.029 -7.767 -1.740
C 0.350 -6.904 -0.894
N 0.228 -7.095 0.426
C 0.808 -8.188 0.934
C 1.513 -9.110 0.176
H 2.164 -9.588 -1.815
H 1.091 -7.563 -2.801
H -0.129 -6.009 -1.277
H 0.691 -8.319 2.005
H 1.965 -9.977 0.641
C 3.659 -4.303 -0.594
C 3.382 -5.659 -0.603
C 4.410 -6.533 -0.923
N 5.654 -6.140 -1.228
C 5.893 -4.823 -1.211
C 4.935 -3.874 -0.898
H 2.885 -3.585 -0.347
H 2.389 -6.026 -0.365
H 4.246 -7.606 -0.941
H 6.907 -4.531 -1.462
H 5.178 -2.821 -0.895
C 0.120 -12.240 -5.006
C 0.042 -13.602 -4.764
C 0.212 -14.048 -3.462
N 0.451 -13.240 -2.425
C 0.524 -11.930 -2.683
C 0.365 -11.382 -3.946
H -0.009 -11.852 -6.009
H -0.148 -14.303 -5.566
H 0.156 -15.104 -3.223
H 0.721 -11.301 -1.823
H 0.432 -10.312 -4.096
C 5.980 2.098 0.188
C 5.769 2.486 -1.129
C 4.480 2.402 -1.639
N 3.431 1.964 -0.935
C 3.662 1.598 0.323
C 4.902 1.646 0.931
H 6.971 2.149 0.626
H 6.584 2.845 -1.744
H 4.263 2.698 -2.660
H 2.790 1.246 0.868
H 5.022 1.334 1.961
C 8.724 -2.610 3.312
C 7.959 -1.487 3.041
C 7.042 -1.554 2.004
N 6.856 -2.635 1.241
C 7.605 -3.707 1.522
C 8.545 -3.746 2.540
H 9.450 -2.600 4.116
H 8.068 -0.581 3.624
H 6.416 -0.705 1.755
H 7.434 -4.570 0.888
H 9.123 -4.643 2.723
C -0.557 3.588 6.548
C -0.691 2.310 6.030
C -1.815 1.576 6.377
N -2.779 2.029 7.188
C -2.626 3.265 7.676
C -1.544 4.081 7.388
H 0.306 4.194 6.299
H 0.059 1.891 5.371
H -1.964 0.574 5.994
H -3.422 3.605 8.332
H -1.474 5.075 7.811
C 5.698 5.634 4.380
C 5.544 4.689 3.378
C 4.408 3.896 3.394
N 3.451 3.985 4.324
C 3.622 4.903 5.281
C 4.718 5.748 5.353
H 6.571 6.276 4.401
H 6.288 4.570 2.601
H 4.242 3.145 2.631
H 2.831 4.952 6.022
H 4.803 6.474 6.150
C -1.747 3.930 -9.689
C -1.771 2.564 -9.459
C -1.545 2.112 -8.168
N -1.302 2.918 -7.130
C -1.282 4.232 -7.376
C -1.498 4.786 -8.628
H -1.920 4.323 -10.683
H -1.961 1.864 -10.263
H -1.557 1.052 -7.939
H -1.079 4.861 -6.515
H -1.472 5.859 -8.768
```

The SMILES is [H]/N=C(/N)NCCCCc1cc2c(cc1CCCCCCCCCOC)C(=O)C(B(O)OCC)=C(NCCC)C2=O.c1ccncc1.c1ccncc1.c1ccncc1.c1ccncc1.c1ccncc1.c1ccncc1.c1ccncc1.c1ccncc1. The total energy is -3778.82611 Eh. The value obtained for the HOMO energy is -8.87 eV. The net charge is 0.